Computed, not measured: a 4-piece molecular cluster, C8H24O4 overall, with the ωB97M-V functional and the def2-TZVPD basis.

Geometry (Å):
1 H -0.020244 2.672263 4.431878
2 C 0.271632 0.178980 -1.266718
3 O 4.652887 -2.850083 2.470832
4 H -4.086466 0.026248 -5.702719
5 O -4.105911 -3.340137 -5.551809
6 H 2.014451 0.398379 -0.300344
7 C -0.365703 3.204815 3.545796
8 C -4.706563 -2.018289 -5.411880
9 H 2.906972 -1.982583 5.224621
10 C 3.873997 -1.964696 3.249036
11 O 1.826920 3.286591 2.827204
12 C 0.720595 4.116044 3.024693
13 H -0.706243 1.801068 -2.387768
14 H -4.571261 -3.986136 -5.015405
15 H 4.218319 -3.121675 5.110440
16 O 1.279270 0.948206 -0.581046
17 H -1.780840 0.601703 -2.060484
18 C 3.424348 -2.647756 4.533275
19 H 1.696396 2.834607 1.990385
20 H -1.331570 1.693836 -0.793102
21 H -0.615465 2.446159 2.804073
22 H -2.671136 -1.120284 -5.490117
23 H 0.080461 -0.626425 -0.557588
24 H -4.918985 -1.967612 -4.343983
25 H 0.553368 4.560459 2.043559
26 H -5.637374 -1.913720 -5.969329
27 H 0.536153 -0.297526 -2.210678
28 H 1.022416 4.919373 3.696762
29 H 2.724433 -3.476469 4.426184
30 H 2.995124 -1.531952 2.771111
31 H 4.462889 -1.072706 3.462724
32 C -3.681985 -0.972006 -5.869985
33 C -0.919867 1.082707 -1.596299
34 H 5.581722 -2.691415 2.654304
35 H -1.194552 3.870023 3.787872
36 H -3.528192 -1.059992 -6.945495

Atomic forces in eV per Å
H 0.0 0.2 0.1
C -0.5 0.2 0.8
O -0.4 -0.1 -0.8
H 0.3 0.0 0.2
O -0.1 0.6 -0.7
H -0.1 -0.3 -0.2
C -0.4 1.1 0.1
C 1.2 -0.9 0.7
H 0.1 0.4 -0.1
C 0.2 0.2 1.3
O 1.9 -0.5 -0.1
C 0.3 -0.6 -0.5
H 0.8 0.1 0.1
H -0.2 0.2 0.0
H 0.5 0.3 -0.2
O -0.1 0.6 -0.9
H 0.1 -0.8 0.3
C -0.3 -0.3 0.9
H 0.1 -0.1 0.0
H 0.3 -0.3 0.4
H -0.3 0.2 -0.1
H -0.3 0.1 0.7
H -0.9 -0.2 -0.2
H -0.2 0.7 0.0
H -0.9 0.4 0.1
H 0.0 -0.2 -0.1
H 0.8 0.2 0.0
H -0.2 -0.1 0.2
H -0.1 0.0 -0.8
H 0.0 -0.6 -0.8
H 0.2 0.1 0.4
C -0.4 -0.5 -0.6
C -0.4 0.5 -0.3
H -0.1 0.0 0.0
H -0.6 -0.5 0.1
H -0.3 -0.1 -0.2

M: 184.28 g mol⁻¹
Gap between HOMO and LUMO: 10.53 eV
HOMO level: -9.98 eV
Total energy: -16873.0744 eV
Energy relative to the best compared isomer or geometry (same formula, charge and spin): 37.7 kcal/mol
Maximum force: 1.96 eV Å⁻¹

Computed, not measured: a 7-piece molecular cluster, C8H25BFN6O12 overall, with the ωB97M-V functional and the def2-TZVPD basis.

Geometry (Å):
1 O -3.100499 -1.085191 -5.211606
2 H 0.799414 0.198302 4.232899
3 C -1.926349 1.058531 -3.061115
4 C -0.378703 4.200273 -6.230516
5 O -1.262188 -1.763083 1.343087
6 O -1.059625 -1.346040 -4.549040
7 N -1.891112 -6.675370 1.457541
8 H 3.927659 1.281936 2.505513
9 H 6.487985 3.084451 6.391666
10 O 4.986650 2.696860 4.338566
11 H -0.686258 3.489308 -6.993585
12 O -2.735088 1.796781 -1.029941
13 O 0.008361 2.529772 -4.695793
14 H -2.405805 0.132017 2.695327
15 H -2.211422 1.978947 -3.560171
16 H -0.896481 1.100321 -2.718166
17 C -1.964017 -5.217545 1.738678
18 H 5.848058 1.406602 6.385669
19 H -0.964537 -3.353375 -5.844338
20 C -2.779471 -0.063200 1.691574
21 H 1.927846 2.562121 2.552877
22 H -0.977351 5.104568 -6.280305
23 O -0.843021 -7.232461 1.703650
24 N -2.045608 -1.680805 -5.175219
25 H -2.717799 -3.611607 -5.595735
26 O -2.880591 -7.211186 1.001702
27 C -1.956780 -2.931314 -5.970339
28 F -0.600955 1.659802 3.570192
29 H -2.297819 0.581427 0.962111
30 B 3.208976 0.840353 3.356218
31 N -2.435705 -1.466480 1.347081
32 O -1.355391 4.105965 -4.140234
33 H 3.738925 0.791531 4.434179
34 C 0.630916 0.951042 3.424559
35 C 6.533949 2.108259 5.914831
36 H 7.549035 1.721548 5.921526
37 N 6.098485 2.276894 4.508315
38 O 6.893322 1.972819 3.632685
39 O -3.350401 -2.226974 1.091483
40 H -3.858366 0.048906 1.651479
41 C 1.896887 1.884094 3.438936
42 H -1.776756 -5.078812 2.800684
43 H -2.952149 -4.858629 1.471059
44 H 2.815008 -0.282785 3.114091
45 O -3.496594 -0.070668 -1.789869
46 N -2.791688 0.915862 -1.862360
47 H 0.680518 4.431652 -6.312062
48 H -2.083878 0.197355 -3.709571
49 H 1.910463 2.513957 4.366764
50 N -0.595168 3.559048 -4.909133
51 H -2.138441 -2.671149 -7.010321
52 H -1.201159 -4.727785 1.138605
53 H 0.674720 0.373155 2.465874

Atomic forces in eV per Å
O 0.0 0.1 -0.1
H -0.8 0.7 -0.3
C -0.2 -0.4 -0.2
C -0.1 0.3 -0.2
O 0.0 -0.2 -0.1
O -0.1 -0.2 -0.3
N -0.1 0.2 0.1
H 0.5 -0.2 -0.4
H -0.1 -0.1 0.0
O 0.3 0.7 0.1
H 0.1 0.0 0.0
O -0.1 0.0 0.1
O 0.1 0.0 -0.1
H 0.2 0.1 -0.1
H 0.1 0.1 0.3
H -0.1 0.2 0.0
C -0.2 0.2 -0.1
H -0.1 0.1 0.0
H -0.1 0.1 0.1
C -0.2 0.2 0.2
H -0.4 -0.4 0.6
H 0.0 -0.1 0.1
O 0.0 -0.1 0.0
N 0.3 -0.3 0.0
H 0.0 0.1 -0.1
O 0.0 -0.2 -0.1
C 0.2 -0.3 -0.1
F 0.0 -0.6 0.0
H 0.1 0.0 0.2
B -0.9 0.4 0.0
N -0.1 0.3 0.0
O -0.1 0.0 0.1
H 0.3 -0.2 0.6
C 2.6 0.5 -0.3
C 0.2 -0.3 0.2
H -0.1 0.0 -0.1
N -0.1 0.1 -0.1
O 0.2 0.0 -0.1
O -0.1 -0.3 0.0
H 0.1 -0.1 -0.1
C -1.0 -0.6 0.1
H 0.2 0.0 -0.1
H 0.1 -0.1 0.0
H -0.1 -0.4 -0.3
O -0.1 -0.1 0.2
N 0.1 0.0 -0.3
H 0.0 -0.1 0.0
H 0.0 0.6 0.5
H -0.1 -0.5 -0.7
N 0.1 0.1 -0.1
H -0.1 0.0 0.1
H 0.0 0.0 0.2
H -0.6 0.6 0.6

M: 427.13 g mol⁻¹
Charge: -1
Gap between HOMO and LUMO: 5.89 eV
HOMO level: -4.57 eV
Total energy: -45588.6311 eV
Maximum force: 2.71 eV Å⁻¹

Computed, not measured: C8H25CdNO6 as an isolated structure, with the ωB97M-V functional and the def2-TZVPD basis.

Geometry (Å):
1 O 13.649283 12.192250 16.152332
2 C 10.754222 12.237689 18.473994
3 H 15.224844 10.929819 20.006856
4 H 14.252483 9.040304 12.407550
5 H 16.135891 12.761368 15.160740
6 H 16.562247 11.762878 14.076518
7 H 16.201414 12.346683 19.614225
8 H 13.635520 12.743362 16.949657
9 C 12.759889 9.170955 14.286761
10 O 13.886027 10.039750 14.174599
11 H 16.431174 7.951005 13.900996
12 H 13.075770 8.143317 14.079370
13 H 13.014322 12.596829 15.546319
14 H 11.341373 8.588397 15.794411
15 H 13.667062 8.245780 16.465035
16 H 11.970258 8.442831 18.383088
17 H 12.081187 9.450135 13.472849
18 H 13.541370 8.805322 18.700614
19 O 15.976220 8.678250 15.789970
20 H 15.551248 10.099021 13.015489
21 C 12.734731 9.160555 18.047282
22 O 16.256881 11.816186 14.990565
23 C 12.412936 10.543569 18.606827
24 H 13.229304 11.213418 18.338223
25 C 16.064967 11.280059 19.378714
26 C 12.133057 9.334256 15.639085
27 Cd 15.110340 10.555373 16.160019
28 H 10.016800 12.737852 17.851742
29 H 14.163802 10.863121 12.289799
30 H 10.288231 12.035051 19.443413
31 H 12.340683 10.496647 19.696026
32 H 11.684687 10.318112 15.758338
33 N 13.153343 9.095033 16.670007
34 C 16.692537 7.820565 14.969308
35 H 16.455492 6.794759 15.288677
36 H 17.786332 7.954038 15.017925
37 H 11.613307 12.899489 18.614901
38 O 15.904093 11.147341 18.015871
39 C 14.472950 9.994638 12.881560
40 O 11.193707 10.961816 18.016629
41 H 16.919373 10.720225 19.787754

Atomic forces in eV per Å
O -1.1 1.7 0.0
C 0.4 -0.8 1.0
H -0.3 0.0 -0.2
H 0.1 0.1 -0.3
H 0.1 -0.2 0.1
H 0.1 -0.2 0.2
H 0.1 0.0 0.4
H 0.2 -0.2 0.0
C 0.1 0.3 -0.8
O -0.5 0.0 -0.5
H 0.0 -0.3 -0.1
H 0.1 -0.1 0.3
H 0.1 -0.2 0.0
H -0.2 0.2 -0.5
H 0.2 0.0 0.1
H -0.6 0.2 -0.7
H -0.4 -0.1 0.2
H 0.5 0.2 -0.5
O 0.2 -0.6 -0.2
H 0.0 -0.3 0.0
C 0.4 -0.4 1.9
O 1.4 2.1 -1.8
C -0.2 -0.6 -0.9
H 0.1 0.2 0.2
C -0.2 0.2 -0.3
C 0.0 -0.7 0.8
Cd 0.0 -3.1 2.1
H 0.1 -0.5 -0.5
H -0.4 -0.3 -0.2
H 0.0 0.6 0.2
H -0.1 0.0 0.1
H 0.1 0.0 0.1
N -0.1 0.8 -0.2
C -0.6 0.6 0.4
H 0.3 -0.2 -0.4
H 0.0 0.0 0.1
H 0.0 0.2 0.0
O -0.2 0.3 0.2
C 0.4 0.4 0.5
O -0.5 0.8 -0.7
H 0.2 0.1 -0.2

M: 343.70 g mol⁻¹
Gap between HOMO and LUMO: 6.93 eV
HOMO level: -7.13 eV
Total energy: -27037.0709 eV
Energy relative to the best compared isomer or geometry (same formula, charge and spin): 29.8 kcal/mol
Maximum force: 3.70 eV Å⁻¹